Below is an isolated ion of composition C10H17NO3P and charge -1, with properties calculated with wB97M-V/def2-TZVPD.

Results
- charge = -1
- orbital gap (Eh) = 0.237
- LUMO (eV) = 3.10
- max |F| (eV/Å) = 3.61
- electronic energy (eV) = -27563.943
- energy relative to the best compared isomer or geometry (same formula, charge and spin) (kJ/mol) = 70.0

Last column: Mulliken charge in e.
Cartesian coordinates (Å):
H -0.46917 3.18644 1.25129  0.406
H -1.91577 -2.38949 1.76267  -0.036
H -1.80245 -1.97892 -2.36227  0.330
C -1.26364 2.45100 1.10829  -2.158
O -2.40437 -0.07326 1.41281  -0.607
P -2.75075 -1.85752 0.80176  -0.366
C 0.43527 0.71179 0.88304  -0.605
H -0.07734 -2.28169 -0.73835  0.193
H 0.26765 0.74574 2.02789  0.291
H -2.15264 -3.27483 0.23393  0.007
H -3.30701 -0.99337 -1.92258  0.318
C -0.44020 1.83352 -1.18827  -2.146
C -1.62846 -0.85374 -0.46440  1.052
H 0.26834 2.63589 -1.05200  0.441
H 4.98753 -1.38460 -0.60472  0.296
C -2.13516 -0.97610 -1.94140  -1.195
H 4.12285 -2.50968 0.47730  0.294
O 3.28046 0.60372 0.08487  -0.550
H -1.38520 1.88243 1.97917  0.568
H 1.32091 1.43501 0.90218  0.459
H 5.04078 -1.12975 1.16750  0.275
C -0.76910 1.37089 0.16273  1.924
N -1.96615 0.38747 0.09651  -0.081
O 2.00307 -1.23546 0.48421  -0.376
C -0.23361 -1.29649 -0.26138  -1.134
H -1.69387 -0.23126 -2.63680  0.263
H -2.12435 2.94459 0.77666  0.430
C 0.77973 -0.60819 0.21180  0.243
H -0.09906 0.93126 -1.74462  0.292
C 4.44182 -1.50616 0.35040  -1.043
C 3.18083 -0.59635 0.26108  0.747
H -1.24532 2.22087 -1.73792  0.469